No. 1
The following is a DFT calculation (ωB97M-V/def2-TZVPD) of C6H7LiO6Sn as an isolated structure.

Results
LUMO level, eV: -8.39
Largest force on an atom, hartree/bohr: 0.196
Net charge: +2
HOMO, eV: -17.744
Frontier orbital gap, eV: 9.36

Element x y z (Å)
1 Sn 3.01 1.76 -0.63
2 O 1.32 1.17 -0.93
3 O 1.26 -1.26 -0.70
4 C 2.55 -1.83 -0.84
5 C 3.32 -1.23 0.32
6 O 2.76 0.10 0.40
7 C 1.42 0.10 -0.18
8 H 2.46 -2.92 -0.76
9 H 2.99 -1.54 -1.80
10 H 4.40 -1.15 0.15
11 H 3.12 -1.74 1.27
12 Li -5.25 -0.68 -1.18
13 O -3.96 -1.74 0.08
14 O -1.81 -1.04 0.35
15 C -1.01 -0.06 0.40
16 C 0.35 -0.08 0.90
17 O -3.32 0.11 -0.99
18 C -3.18 -0.87 -0.28
19 H -1.45 0.90 0.06
20 H 0.08 -0.85 1.73
21 H 0.53 0.78 1.59

No. 2
The following is a DFT calculation (ωB97M-V/def2-TZVPD) of a 2-piece molecular cluster, C6H7N overall.

Results
LUMO level, eV: 0.89
Largest force on an atom, hartree/bohr: 0.087
Net charge: 0
SMILES string: C=C1CC1=C.C#N
HOMO, eV: -8.944
Frontier orbital gap, eV: 9.83

Element x y z (Å)
1 C 0.73 1.78 0.65
2 C 0.67 0.71 -0.06
3 C 0.59 -0.10 -1.33
4 C 0.77 -0.76 0.03
5 C 0.68 -1.88 0.67
6 H 0.88 1.87 1.77
7 H 0.60 2.81 0.15
8 H -0.29 -0.40 -1.87
9 H 1.38 0.13 -2.17
10 H 0.56 -1.87 1.67
11 H 0.75 -2.86 0.06
12 C -3.20 -0.09 -0.07
13 N -2.08 -0.24 -0.15
14 H -4.27 0.06 0.01

No. 3
The following is a DFT calculation (ωB97M-V/def2-TZVPD) of C6H7N in the gas phase.

Results
LUMO level, eV: 0.77
Largest force on an atom, hartree/bohr: 0.073
Net charge: 0
SMILES string: C=C/C=C\C=C=N
HOMO, eV: -8.117
Frontier orbital gap, eV: 8.89

Element x y z (Å)
1 C 2.37 -1.01 0.28
2 C 1.15 -0.59 0.18
3 C 0.85 0.82 -0.15
4 C -0.38 1.38 -0.14
5 C -1.64 0.84 0.25
6 C -2.00 -0.38 -0.01
7 N -2.43 -1.47 -0.34
8 H 2.59 -2.03 0.40
9 H 3.11 -0.34 0.15
10 H 0.37 -1.20 0.50
11 H 1.74 1.36 -0.42
12 H -0.49 2.47 -0.33
13 H -2.25 1.52 0.86
14 H -2.97 -1.37 -1.22

No. 4
The following is a DFT calculation (ωB97M-V/def2-TZVPD) of C6H7N as an isolated structure.

Results
LUMO level, eV: 0.55
Largest force on an atom, hartree/bohr: 0.090
Net charge: 0
HOMO, eV: -8.656
Frontier orbital gap, eV: 9.21

Element x y z (Å)
1 N -0.45 3.21 -1.00
2 C -0.36 2.11 -0.63
3 C -0.29 0.80 -0.07
4 C 0.98 0.26 0.61
5 C 0.90 -1.20 0.35
6 C -0.20 -1.56 -0.32
7 C -1.08 -0.39 -0.68
8 H -0.13 0.81 1.21
9 H 1.88 0.85 0.47
10 H 0.86 0.38 1.87
11 H 1.66 -1.86 0.75
12 H -0.46 -2.58 -0.56
13 H -1.24 -0.33 -1.77
14 H -2.08 -0.49 -0.24

No. 5
The following is a DFT calculation (ωB97M-V/def2-TZVPD) of C6H7N as an isolated structure.

Results
LUMO level, eV: 0.91
Largest force on an atom, hartree/bohr: 0.067
Net charge: 0
HOMO, eV: -8.032
Frontier orbital gap, eV: 8.94

Element x y z (Å)
1 N -1.39 1.89 -1.22
2 C -0.75 1.30 -0.32
3 C 0.11 0.81 0.68
4 C 1.41 0.15 0.22
5 C 0.96 -1.19 -0.31
6 C -0.36 -1.36 -0.25
7 C -1.06 -0.17 0.32
8 H 0.03 1.29 1.65
9 H 1.90 0.76 -0.55
10 H 2.09 0.07 1.06
11 H 1.67 -1.91 -0.71
12 H -0.88 -2.27 -0.56
13 H -1.91 0.97 -1.10
14 H -1.82 -0.34 1.09

No. 6
The following is a DFT calculation (ωB97M-V/def2-TZVPD) of C6H7N in the gas phase.

Results
LUMO level, eV: 0.79
Largest force on an atom, hartree/bohr: 0.117
Net charge: 0
SMILES string: C[C@@]1(C#N)C=CC1
HOMO, eV: -9.933
Frontier orbital gap, eV: 10.72

Element x y z (Å)
1 C -0.68 0.70 1.46
2 C -0.41 0.10 -0.06
3 C -1.56 -0.43 -0.54
4 N -2.28 -1.06 -1.20
5 C 0.45 0.77 -1.13
6 C 1.42 -0.17 -1.19
7 C 0.86 -0.92 0.04
8 H -1.52 1.36 1.44
9 H 0.22 1.25 1.86
10 H -1.12 -0.21 1.89
11 H 0.21 1.74 -1.65
12 H 2.34 -0.23 -1.72
13 H 0.78 -1.97 -0.24
14 H 1.28 -0.94 1.04

No. 7
The following is a DFT calculation (ωB97M-V/def2-TZVPD) of C6H7N in the gas phase.

Results
LUMO level, eV: -1.74
Largest force on an atom, hartree/bohr: 0.145
Net charge: 0
HOMO, eV: -7.186
Frontier orbital gap, eV: 5.45

Element x y z (Å)
1 C -1.12 1.04 -1.08
2 C 0.18 1.57 -0.90
3 N 0.34 0.86 1.37
4 C 0.97 0.80 0.18
5 C -0.18 -0.12 -0.83
6 C -0.79 -1.14 0.02
7 C -0.05 -2.12 0.59
8 H -1.63 1.32 -1.99
9 H 0.71 1.50 -1.85
10 H 0.99 1.06 2.16
11 H 2.02 0.81 -0.19
12 H -1.77 -0.89 0.43
13 H 0.96 -1.86 0.91
14 H -0.63 -2.83 1.18

No. 8
The following is a DFT calculation (ωB97M-V/def2-TZVPD) of C6H7N in the gas phase.

Results
LUMO level, eV: 0.44
Largest force on an atom, hartree/bohr: 0.088
Net charge: 0
HOMO, eV: -8.045
Frontier orbital gap, eV: 8.48

Element x y z (Å)
1 C 1.40 -1.56 0.24
2 C -0.84 -0.97 -0.62
3 C 2.52 -2.04 0.71
4 C -1.81 1.18 0.22
5 C -0.45 1.67 -0.25
6 C -1.10 0.44 -0.96
7 N 0.31 -1.22 -0.18
8 H 3.35 -1.38 0.95
9 H 2.43 -3.10 0.89
10 H -1.63 0.66 1.13
11 H -2.78 1.70 0.13
12 H -0.18 2.62 -0.84
13 H 0.29 1.39 0.45
14 H -1.51 0.59 -1.86

No. 9
The following is a DFT calculation (ωB97M-V/def2-TZVPD) of C6H7N in the gas phase.

Results
LUMO level (spin up / spin down), eV: -0.62 / -0.62
Largest force on an atom, hartree/bohr: 0.097
Net charge: 0
HOMO (spin up / spin down), eV: -7.204 / -7.203
Frontier orbital gap (spin up / spin down), eV: 6.58 / 6.58

Element x y z (Å)
1 C -0.27 -1.28 -0.20
2 C -1.59 -1.19 0.05
3 C 2.61 -0.29 0.24
4 C -1.95 0.25 0.09
5 C -0.66 1.11 -0.26
6 C 0.31 0.02 -0.27
7 N 1.55 0.17 -0.32
8 H 0.32 -2.17 -0.04
9 H 3.50 -0.21 -0.39
10 H 2.39 -0.88 1.12
11 H -2.80 0.54 -0.53
12 H -2.36 0.37 1.12
13 H -0.76 1.81 -1.15
14 H -0.30 1.74 0.54

No. 10
The following is a DFT calculation (ωB97M-V/def2-TZVPD) of C6H7N in the gas phase.

Results
LUMO level (spin up / spin down), eV: 0.03 / 0.03
Largest force on an atom, hartree/bohr: 0.009
Net charge: 0
HOMO (spin up / spin down), eV: -7.199 / -7.199
Frontier orbital gap (spin up / spin down), eV: 7.23 / 7.23

Element x y z (Å)
1 C -0.81 -1.69 0.77
2 C -0.39 -0.35 0.22
3 C 0.71 -0.21 -0.78
4 C 0.78 1.54 -0.22
5 C 0.45 1.00 -1.49
6 N -1.36 0.63 -0.14
7 C -0.30 1.10 0.70
8 H 0.02 -2.40 0.90
9 H -1.49 -2.10 0.02
10 H -1.36 -1.61 1.71
11 H 1.54 -0.90 -0.98
12 H 1.63 2.20 -0.02
13 H 1.02 1.26 -2.38
14 H -0.44 1.52 1.70

No. 11
The following is a DFT calculation (ωB97M-V/def2-TZVPD) of C6H7N in the gas phase.

Results
LUMO level (spin up / spin down), eV: 1.06 / -1.49
Largest force on an atom, hartree/bohr: 0.165
2S+1: 3
Net charge: 0
HOMO (spin up / spin down), eV: -5.921 / -9.606
<S²>: 2.01
Frontier orbital gap (spin up / spin down), eV: 6.98 / 8.11

Element x y z (Å)
1 C -2.15 -0.19 -1.29
2 C -0.73 -0.95 -0.68
3 C 0.10 -0.31 0.16
4 C 0.93 0.38 -0.91
5 C -0.17 -0.13 -1.96
6 C 0.11 -0.31 1.60
7 N -1.50 0.53 -2.07
8 H -3.19 -0.28 -0.99
9 H 1.25 1.49 -0.77
10 H 1.76 -0.24 -1.23
11 H -0.03 -0.44 -3.03
12 H 1.09 -0.28 2.22
13 H -0.52 -1.23 1.90
14 H -0.58 0.54 1.90

No. 12
The following is a DFT calculation (ωB97M-V/def2-TZVPD) of a 2-piece molecular cluster, C6H7N2O2S overall.

Results
LUMO level (spin up / spin down), eV: 1.20 / 1.20
Largest force on an atom, hartree/bohr: 0.066
Net charge: -1
HOMO (spin up / spin down), eV: -3.550 / -3.550
Frontier orbital gap (spin up / spin down), eV: 4.75 / 4.75

Element x y z (Å)
1 C -1.13 -0.22 -0.86
2 C -0.28 -1.36 -0.93
3 C -1.26 -1.21 2.12
4 C 0.32 -2.04 -1.80
5 C -3.49 -0.74 1.50
6 C 3.76 1.54 -4.45
7 N -1.99 0.10 0.09
8 N -2.06 -0.53 1.32
9 O -1.66 -1.66 3.21
10 O 1.03 -2.87 -2.29
11 S 4.07 3.18 -4.35
12 H -1.20 0.42 -1.75
13 H -3.77 -1.08 2.61
14 H -4.01 0.29 1.32
15 H -3.72 -1.47 0.63
16 H -0.27 -1.19 1.83
17 H 2.78 1.14 -4.32
18 H 4.55 0.81 -4.51

No. 13
The following is a DFT calculation (ωB97M-V/def2-TZVPD) of an isolated ion of composition C6H7N2O3 and charge +1.

Results
LUMO level (spin up / spin down), eV: -5.69 / -5.44
Largest force on an atom, hartree/bohr: 0.033
Net charge: +1
HOMO (spin up / spin down), eV: -14.250 / -14.070
Frontier orbital gap (spin up / spin down), eV: 8.56 / 8.63

Element x y z (Å)
1 C -1.84 -1.09 0.31
2 C -0.56 -1.16 0.64
3 C -2.62 0.13 0.23
4 C -2.18 1.36 0.41
5 C 0.15 1.27 0.32
6 C 0.77 1.22 -1.01
7 N -4.06 -0.07 -0.14
8 N 0.18 0.04 1.14
9 O -4.39 -1.21 -0.33
10 O -4.74 0.91 -0.20
11 O -1.06 2.02 0.55
12 H -2.40 -1.97 0.01
13 H 0.04 -2.05 0.57
14 H 0.25 1.89 -1.70
15 H 0.81 0.21 -1.43
16 H 1.80 1.60 -0.95
17 H -0.21 0.30 2.06
18 H 1.16 -0.22 1.28

No. 14
The following is a DFT calculation (ωB97M-V/def2-TZVPD) of an isolated ion of composition C6H7N2O4 and charge -1.

Results
LUMO level, eV: 3.53
Largest force on an atom, hartree/bohr: 0.089
Net charge: -1
SMILES string: O=[N+]([O-])/C=C(/[O-])CCC=C=[NH+][O-]
HOMO, eV: -4.470
Frontier orbital gap, eV: 8.00

Element x y z (Å)
1 O 1.96 -2.04 -0.45
2 N 0.75 -1.66 -0.56
3 O 0.34 -1.32 -1.68
4 C -0.02 -1.68 0.58
5 C -1.18 -1.04 0.84
6 O -1.72 -1.06 1.94
7 C -1.84 -0.05 -0.18
8 C -1.22 1.40 -0.12
9 C 0.12 1.46 -0.70
10 C 1.20 1.07 -0.01
11 N 2.37 0.87 0.42
12 O 3.16 1.68 0.96
13 H 0.51 -2.37 1.32
14 H -1.61 -0.48 -1.14
15 H -3.01 -0.17 0.02
16 H -1.08 1.54 1.02
17 H -1.87 2.07 -0.81
18 H 0.39 1.86 -1.66
19 H 2.75 -0.05 0.22

No. 15
The following is a DFT calculation (ωB97M-V/def2-TZVPD) of an isolated ion of composition C6H7N2OS and charge +1.

Results
LUMO level, eV: -3.28
Largest force on an atom, hartree/bohr: 0.115
Net charge: +1
HOMO, eV: -12.787
Frontier orbital gap, eV: 9.51

Element x y z (Å)
1 C -0.07 1.78 -0.85
2 C -0.34 0.56 -0.29
3 C 1.89 0.93 -0.34
4 C 2.77 -1.10 0.67
5 C 1.42 -1.10 0.62
6 C -1.60 -0.10 -0.12
7 N 0.84 -0.02 0.04
8 N 1.30 1.98 -0.87
9 O 0.60 -2.00 1.15
10 S 3.41 0.37 -0.02
11 H -0.67 2.30 -1.52
12 H 3.47 -1.96 1.00
13 H -1.74 -1.09 -0.76
14 H -1.88 -0.59 0.88
15 H -2.52 0.58 -0.35
16 H 1.73 2.85 -1.10
17 H 1.12 -2.44 1.84